Density functional theory data (wB97M-V/def2-TZVPD) for 2 unconnected molecules or ions with the total composition C21H42BFO7P.

```
73
Properties=species:S:1:pos:R:3
C -0.74131 -2.25609 3.89776
C -2.05941 -3.14853 3.83678
C -3.20622 -2.33158 4.54643
C -4.22353 -1.69518 3.53580
C -3.57336 -1.02558 2.27631
C -4.11656 0.41712 2.04862
C -3.35135 1.26385 0.96438
C -2.46042 0.43735 -0.03319
C -2.44938 1.17895 -1.41229
C -1.07931 1.20118 -2.17758
P -1.42431 0.41174 -3.87038
O -2.12857 -1.11735 -3.61410
O 0.07145 0.04324 -4.62840
O -0.77159 2.60467 -2.21833
B -0.03772 2.84469 -0.92774
C 0.99667 4.11367 -0.97633
C 1.69975 4.40513 0.38997
C 0.76478 4.25251 1.63837
C 2.96448 3.51966 0.64327
O 0.47064 1.55415 -0.36603
C 0.24552 0.70120 -1.47972
C 0.56367 -0.80407 -1.32301
F -0.25351 -1.49782 -0.43087
C 2.04076 -0.91132 -0.76650
C 2.05572 -0.86752 0.80045
H -0.19618 -2.38098 4.85159
H -1.09774 -1.20168 3.86589
H -0.12539 -2.43310 2.99546
H -2.29671 -3.30654 2.76641
H -1.85666 -4.12062 4.32572
H -3.77679 -3.01254 5.21630
H -2.77341 -1.52271 5.17632
H -4.83518 -0.94084 4.08406
H -4.92725 -2.51007 3.24294
H -3.90256 -1.62997 1.39694
H -2.46888 -1.04351 2.25967
H -3.99807 0.95746 3.02270
H -5.20607 0.46136 1.82709
H -2.69777 2.00066 1.47942
H -4.09183 1.83483 0.36670
H -2.86073 -0.58508 -0.22570
H -1.46677 0.32586 0.43530
H -2.83952 2.21446 -1.34179
H -3.19203 0.64459 -2.06796
H -3.06665 -0.99637 -3.75654
H 0.21629 -0.89969 -4.47191
H -0.93119 3.24138 -0.19596
H 1.81544 3.91288 -1.72496
H 0.41856 4.98498 -1.36845
H 2.05345 5.46767 0.38337
H -0.21306 4.71818 1.40254
H 1.20010 4.71612 2.55637
H 0.57062 3.18294 1.88519
H 3.74662 3.76731 -0.10426
H 3.37025 3.80815 1.64541
H 2.74494 2.43501 0.69281
H 1.02770 1.03083 -2.21832
H 0.60006 -1.28133 -2.32836
H 2.54484 -1.83574 -1.10683
H 2.58294 -0.00994 -1.12708
H 1.30698 -0.14635 1.19713
H 1.78402 -1.85439 1.23773
H 3.04994 -0.52607 1.15886
C 4.22229 -2.73791 -4.29996
C 5.10418 -3.95209 -4.20044
O 6.18434 -3.48954 -3.39466
C 5.72659 -2.43891 -2.66271
O 6.32500 -1.93373 -1.77268
O 4.49746 -2.04753 -3.08401
H 3.16545 -2.99096 -4.37067
H 4.48975 -2.09267 -5.14058
H 4.61379 -4.78551 -3.69050
H 5.46194 -4.29239 -5.17124
```

Computed properties:
gap between HOMO and LUMO	6.035	eV
E_tot	-1818.186699	a.u.
E_LUMO	2.145	eV
net charge	-1

These are the Mulliken partial charges, in e, on atoms 1 to 2: -0.885 -0.461


Density functional theory data (wB97M-V/def2-TZVPD) for 2 unconnected molecules or ions with the total composition C2H7OPS.

```
12
Properties=species:S:1:pos:R:3
O 1.34585 -0.21551 -1.13887
P 1.58021 -0.63000 0.23482
H 1.06399 -1.91698 0.51823
H 2.91820 -0.60033 0.51772
H 0.99447 0.25044 1.15750
C -0.93698 1.34888 -0.31383
C -1.31574 0.26015 0.38154
S -1.56381 -1.20296 -0.46554
H -0.91595 2.29841 0.00872
H -0.91000 1.26391 -1.38611
H -1.57766 0.17530 1.35259
H -1.34698 -0.69856 -1.66104
```

Computed properties:
gap between HOMO and LUMO	9.280	eV
SMILES	O=[PH3].C=CS
E_tot	-895.102272	a.u.
relative energy (zero: lowest compared OMol25 entry of this formula, charge and spin)	71.4	kcal per mole
E_LUMO	0.837	eV

These are the Mulliken partial charges, in e, on atoms 1 to 2: -0.517 0.394


Density functional theory data (wB97M-V/def2-TZVPD) for a molecular structure, C21H24ClNOPSm.

```
50
Properties=species:S:1:pos:R:3
Sm -0.07730 -0.03735 0.12206
Cl 0.10700 1.66053 1.88749
P 0.14439 -0.47001 -2.62593
C -1.30862 -1.12633 -3.49443
C -1.15550 -1.90781 -4.65143
C -2.28896 -2.48684 -5.22105
C -3.55708 -2.26742 -4.66952
C -3.71842 -1.45373 -3.54468
C -2.59528 -0.88489 -2.96201
C -0.10612 1.39337 -2.60003
C 0.67054 2.15530 -1.67967
C 0.36817 3.50467 -1.47299
C -0.60449 4.12664 -2.25203
C -1.29547 3.38924 -3.21059
C -1.05923 2.03244 -3.39988
C 1.66640 -0.70277 -3.53931
C 2.74455 -1.37102 -2.92437
C 3.99303 -1.39512 -3.53454
C 4.15500 -0.78069 -4.78461
C 3.07027 -0.15644 -5.41804
C 1.82167 -0.10807 -4.79718
H 1.54195 1.71529 -1.14877
H 0.90460 4.03782 -0.69104
H -0.82166 5.18564 -2.12190
H -2.04776 3.87297 -3.82250
H -1.61469 1.45674 -4.14959
H -0.16057 -2.06577 -5.08976
H -2.16196 -3.11787 -6.09698
H -4.42504 -2.73094 -5.12419
H -4.70078 -1.24919 -3.11947
H -2.71865 -0.22356 -2.10218
H 2.59134 -1.88247 -1.97601
H 4.82997 -1.89288 -3.04274
H 5.13273 -0.77714 -5.26153
H 3.19753 0.30818 -6.39449
H 0.97833 0.39411 -5.27642
H -0.20059 -4.10324 -3.55211
H 0.52851 -3.89379 -3.47839
C 1.13113 -1.84753 1.93531
N 0.04352 -2.83680 2.20139
C 0.35592 -4.19686 2.64052
C -1.18436 -2.55662 1.76212
O -1.38778 -1.48405 1.06638
H 2.01972 -2.15200 2.47286
H 0.82567 -0.86906 2.36279
H 1.42082 -1.83485 0.85224
H -0.27991 -4.48749 3.49246
H 0.20268 -4.91379 1.82006
H 1.41102 -4.19780 2.91135
H -2.01525 -3.23152 1.91564
```

Computed properties:
expectation value of S²	8.776
gap between HOMO and LUMO (spin up / spin down)	6.355 / 7.763	eV
E_tot	-2403.587342	a.u.
spin multiplicity	6
E_LUMO (spin up / spin down)	-8.262 / -6.829	eV
net charge	+2

These are the Mulliken partial charges, in e, on atoms 1 to 2: 1.062 -0.367